Run one
Density functional theory data (ωB97M-V/def2-TZVPD) for a 2-piece molecular cluster, C3H10N2O overall.

Geometry as ORCA input:
```
! wB97M-V def2-TZVPD RIJCOSX def2/J DEFGRID3
* xyz 0 1
C -0.22957 -0.12221 1.06253
C -0.79655 0.50404 -1.61251
C 2.23616 -0.07757 1.27374
N 0.94146 -0.70981 1.00637
N -2.09876 -0.15528 -0.84349
O -0.23088 1.31084 -0.77677
H 0.99914 -1.58908 0.50886
H -2.77420 0.58219 -0.66267
H -2.55309 -0.94878 -1.29166
H -1.51975 -0.39034 0.12454
H -0.16341 0.82483 1.60342
H -1.22373 0.94120 -2.53689
H -0.25635 -0.43533 -1.88602
H 2.58113 0.44870 0.38082
H 2.97089 -0.82826 1.56967
H 2.11750 0.64489 2.08006
*
```

Calculated values
- HOMO energy (eV) = -7.709
- LUMO (eV) = 1.013

---

Run two
Density functional theory data (ωB97M-V/def2-TZVPD) for a 2-piece molecular cluster, C3H10N2O overall.

Geometry as ORCA input:
```
! wB97M-V def2-TZVPD RIJCOSX def2/J DEFGRID3
* xyz 0 1
C -0.45841 1.67278 1.14142
C 0.59858 1.03896 -0.91046
N -0.32580 1.71925 -0.31204
H -1.40874 1.22916 1.39849
H -0.37501 2.66464 1.58401
H 0.32789 1.03229 1.51007
H 1.38081 0.57003 -0.35348
H 0.67753 1.08871 -1.98710
H -1.13482 1.98936 -0.84205
N 0.10552 -2.76776 -0.23386
C 0.21738 -1.35115 0.06279
O -0.81202 -0.82016 0.65141
H -0.86895 -3.03434 -0.23549
H 0.61888 -3.07736 -1.03660
H 1.20351 -1.18830 0.55589
H 0.25364 -0.76610 -0.99298
*
```

Calculated values
- HOMO energy (eV) = -7.318
- LUMO (eV) = 0.261

---

Run three
Density functional theory data (ωB97M-V/def2-TZVPD) for a 2-piece molecular cluster, C3H10N2O overall.

Geometry as ORCA input:
```
! wB97M-V def2-TZVPD RIJCOSX def2/J DEFGRID3
* xyz 0 1
C 0.81946 -0.86854 -1.56580
C 0.55174 0.39286 -0.77821
N -0.80950 0.27547 -0.22501
C -1.23575 1.21615 0.51467
N -0.58034 2.34769 0.96960
H 1.14677 -1.67025 -0.90840
H -0.05647 -1.19881 -2.12197
H 1.62745 -0.74612 -2.29458
H 1.30500 0.47526 0.02938
H 0.87405 1.30678 -1.30011
H -2.27044 1.10228 0.84483
H 0.37565 2.07132 0.84659
H -0.94848 2.86597 1.74163
O 0.08654 -2.45335 1.37712
H -0.26461 -3.28276 1.70020
H -0.62105 -1.83395 1.17007
*
```

Calculated values
- SMILES = CC/N=C\N.O
- HOMO energy (eV) = -9.275
- LUMO (eV) = 0.920

---

Least stable = run two

---

Run one
Density functional theory data (ωB97M-V/def2-TZVPD) for one molecule with the formula C2BrF3N2.

Geometry as ORCA input:
```
! wB97M-V def2-TZVPD RIJCOSX def2/J DEFGRID3
* xyz 0 1
F 1.94079 1.80509 0.42631
C 1.28556 0.82974 -0.15322
F 1.64693 0.75384 -1.43146
N 0.47162 0.12694 0.46528
N -0.18024 -0.94522 0.11627
C -1.78107 -0.67302 0.06168
F -2.47574 -1.72059 -0.27347
Br -2.51365 0.99656 -0.04792
*
```

Calculated values
- SMILES = FC(F)=N/N=C(/F)Br
- HOMO energy (spin up / spin down) (eV) = -8.807 / -9.252
- LUMO (spin up / spin down) (eV) = -0.412 / -0.250

---

Run two
Density functional theory data (ωB97M-V/def2-TZVPD) for a 2-piece molecular cluster, C2BrF3N2 overall.

Geometry as ORCA input:
```
! wB97M-V def2-TZVPD RIJCOSX def2/J DEFGRID3
* xyz 0 1
N 0.88417 -0.17459 -1.99868
C 0.75818 0.10389 -0.89086
C 0.63442 0.36305 0.49446
F -0.03281 1.52975 0.62854
N 1.06120 -0.31725 1.45046
F 1.79078 -1.42037 1.04077
F -2.26388 -0.39177 0.41662
Br -2.83206 0.30727 -1.14130
*
```

Calculated values
- SMILES = N#C/C(F)=N\F.FBr
- HOMO energy (eV) = -11.556
- LUMO (eV) = -1.815

---

Least stable = run two

---

Run one
Density functional theory data (ωB97M-V/def2-TZVPD) for an isolated ion of composition C8H16NO2S and charge +1.

Geometry as ORCA input:
```
! wB97M-V def2-TZVPD RIJCOSX def2/J DEFGRID3
* xyz 1 1
C -0.00128 0.32593 0.28411
C -0.14543 1.62947 0.16082
C -1.06104 -0.57772 0.56063
C -2.36068 -0.18524 -0.40891
C -0.73132 -2.00963 0.29624
C -3.47346 -1.17679 -0.54399
C 3.52557 0.12763 -0.68021
C 1.51632 -0.14053 0.49382
N 0.43569 2.88304 -0.10759
O 1.94907 -0.07522 1.76579
O 2.24223 0.62647 -0.38579
S -3.12060 1.43468 0.05484
H -1.51304 -0.55312 1.55791
H -1.86213 0.05626 -1.42194
H -0.42103 -2.06247 -0.80996
H -1.46912 -2.63900 0.59431
H 0.21620 -2.35198 0.93842
H -3.15718 -2.06217 -0.91470
H -4.28097 -0.87510 -1.24439
H -3.91645 -1.38294 0.53405
H 4.17053 0.89358 -0.93587
H 3.64080 -0.60349 -1.48782
H 4.04425 -0.30528 0.13425
H 1.54962 -1.24886 0.16837
H 1.38745 2.80402 0.27050
H -0.10944 3.57340 0.39262
H 0.49798 3.13980 -1.13691
H 2.44747 0.75526 1.87140
*
```

Calculated values
- HOMO energy (spin up / spin down) (eV) = -11.990 / -11.991
- LUMO (spin up / spin down) (eV) = -5.595 / -5.596

---

Run two
Density functional theory data (ωB97M-V/def2-TZVPD) for an isolated ion of composition C8H16NO2S and charge +1.

Geometry as ORCA input:
```
! wB97M-V def2-TZVPD RIJCOSX def2/J DEFGRID3
* xyz 1 1
C -0.58309 2.91646 -2.25993
C -0.49522 1.55928 -1.59263
O -1.75796 0.92824 -1.69930
C -1.80508 -0.42925 -1.32376
C -2.23061 -0.65537 0.13504
O -1.21615 -1.23020 0.97717
C -0.29004 -0.35231 1.54818
C 1.14557 -0.58790 0.99362
C 1.36361 -2.02012 0.46481
S 2.92462 -2.65546 1.17425
C 3.04178 -1.33428 2.19924
N 2.15149 -0.40331 2.06641
H -0.51499 2.83539 -3.34417
H -1.54634 3.36777 -2.01849
H 0.20586 3.58514 -1.91530
H -0.19855 1.66670 -0.53856
H 0.25873 0.92737 -2.08745
H -0.83425 -0.91605 -1.50186
H -2.52599 -0.90889 -1.98779
H -3.05547 -1.36243 0.19329
H -2.56480 0.29883 0.55492
H -0.57468 0.68806 1.37030
H -0.27514 -0.51626 2.63241
H 1.37261 0.14554 0.21830
H 1.45915 -2.05432 -0.61737
H 0.54967 -2.67155 0.77647
H 3.82869 -1.25231 2.94129
H 2.16657 0.43124 2.64092
*
```

Calculated values
- HOMO energy (eV) = -12.675
- LUMO (eV) = -4.346

---

Least stable = run one

---

Run one
Density functional theory data (ωB97M-V/def2-TZVPD) for an isolated ion of composition C5H11NO2 and charge +1.

Geometry as ORCA input:
```
! wB97M-V def2-TZVPD RIJCOSX def2/J DEFGRID3
* xyz 1 2
C 0.08481 1.81388 -0.51595
N 0.19738 0.54536 -1.26498
C -0.41122 -0.61406 -0.61590
C 0.13164 -0.89026 0.84835
C 1.71495 -0.85174 0.81795
O 2.21316 0.41263 0.29332
C -1.85941 -0.29241 -0.34856
O -2.38570 -1.39485 0.20900
H 0.81350 2.49539 -0.86937
H 0.09993 1.73654 0.57504
H -0.96658 2.26952 -0.73432
H 1.38749 0.53628 -1.12617
H -0.29250 -1.49808 -1.25383
H -0.24024 -1.95970 1.11438
H -0.40683 -0.27534 1.55796
H 1.97120 -0.86115 1.90917
H -2.37363 0.02845 -1.34721
H -1.88431 0.61537 0.26938
H 2.20635 -1.81582 0.48172
*
```

Calculated values
- HOMO energy (spin up / spin down) (eV) = -15.650 / -15.025
- expectation value of S² = 0.7590
- LUMO (spin up / spin down) (eV) = -8.962 / -8.998

---

Run two
Density functional theory data (ωB97M-V/def2-TZVPD) for a 2-piece molecular cluster, C5H11NO2 overall.

Geometry as ORCA input:
```
! wB97M-V def2-TZVPD RIJCOSX def2/J DEFGRID3
* xyz 1 2
C 1.54691 0.26789 0.50165
C 0.25769 -0.22557 1.15723
C -0.97952 0.52934 0.99750
C -2.17232 0.08073 1.49556
C 1.55537 -0.12744 -0.99937
N 1.75836 0.88296 -1.87919
O 1.28088 -1.24523 -1.37812
H 1.57755 1.34538 0.68687
H 2.40186 -0.18194 1.02502
H 0.58322 -0.18044 2.21380
H -0.05629 -1.22766 0.83683
H -0.90001 1.44199 0.40592
H -3.08380 0.53181 1.07741
H -2.20505 -0.78365 2.13471
H 2.25961 1.73693 -1.68024
H 1.70870 0.78000 -2.88283
H -1.40783 -1.78266 -1.36673
H -2.31368 -0.73609 -1.54169
O -1.81168 -1.10634 -0.80433
*
```

Calculated values
- HOMO energy (spin up / spin down) (eV) = -13.611 / -13.607
- expectation value of S² = 0.7525
- LUMO (spin up / spin down) (eV) = -4.633 / -8.141

---

Least stable = run one

---

Run one
Density functional theory data (ωB97M-V/def2-TZVPD) for a 19-piece molecular cluster, H39O19 overall.

Geometry as ORCA input:
```
! wB97M-V def2-TZVPD RIJCOSX def2/J DEFGRID3
* xyz 1 1
O -1.47707 -3.22081 -2.98264
H -1.26974 -2.46135 -1.53335
H -0.85384 -2.51269 -3.17604
O 2.21446 3.84411 -1.39077
H 1.59059 4.45653 -1.86551
H 1.84544 2.97358 -1.51436
O 2.11024 -0.62218 2.68577
H 2.80174 -0.06154 3.02581
H 2.38465 -0.93120 1.84652
O 0.89008 0.24072 -1.34475
H 0.40562 0.36306 -0.52785
H 1.66829 0.84515 -1.42789
O 0.65667 -1.51679 -3.53876
H 0.35769 -0.72656 -3.98756
H 1.02491 -2.05758 -4.31165
O -2.72603 -2.76178 1.64513
H -2.85734 -3.68389 1.84945
H -3.58714 -2.36417 1.85611
O 0.66504 2.04565 1.38389
H 0.46834 2.01257 2.37838
H 1.61916 2.09447 1.31549
O -0.74952 -1.56580 -1.40544
H 0.19180 -1.18164 -1.66866
O -2.49598 0.66673 -1.75727
H -1.76024 1.02824 -1.30336
H -2.20579 -0.22817 -2.07882
O -0.07332 4.57319 -0.57558
H 0.78345 4.79720 -0.16563
H -4.07406 0.82416 1.50727
O 3.39024 0.70679 0.76923
H 4.11274 1.26052 0.97497
H 3.49131 0.31341 -0.12678
O -1.33173 -2.48876 4.41292
H -1.07307 -1.70090 4.85165
H -1.86147 -2.24557 3.63969
O -0.08171 -2.89488 1.87035
H -0.71412 4.37464 0.08882
H -1.05618 -4.02991 -3.12232
O -0.98017 -0.12646 0.90318
H 0.01649 -0.10844 1.24293
H -1.09613 0.83810 1.26383
O -1.06966 0.94849 -3.60656
H -0.77014 1.57380 -4.33700
H -2.01448 1.24098 -3.66141
O 3.31852 1.01303 -1.85951
H 2.92849 -2.65139 0.28609
H 3.99017 1.68504 -1.73638
O 2.36065 -1.87083 0.20822
H 3.46902 0.77640 -2.77367
H 1.95629 -2.07171 1.06212
O -3.72695 1.69663 1.60888
H -3.29761 1.95250 0.82212
H -0.77210 -2.49928 2.34425
O -1.20314 1.42015 2.96158
H -2.14488 1.74857 2.94682
H -0.98096 0.90349 3.69410
H 0.30031 -3.47002 2.47773
H -0.84734 -1.22904 -0.46104
*
```

Calculated values
- HOMO energy (eV) = -13.136
- LUMO (eV) = -2.561

---

Run two
Density functional theory data (ωB97M-V/def2-TZVPD) for a 19-piece molecular cluster, H39O19 overall.

Geometry as ORCA input:
```
! wB97M-V def2-TZVPD RIJCOSX def2/J DEFGRID3
* xyz 1 1
O 0.46923 -0.22151 -4.17371
H 0.39737 0.68979 -0.01328
H 0.28335 -1.03366 -3.70237
O -2.93543 -0.52065 2.94957
H -2.37116 -1.01070 2.32782
H -3.72998 -0.96223 3.22326
O 3.18094 -1.65940 0.12393
H 0.14364 0.74967 2.32208
H 3.70948 -1.14146 -0.52462
O -3.59310 2.23953 2.65218
H -3.03008 1.47441 2.39064
H 4.46809 1.69403 -1.46818
O 0.98052 -2.81924 2.32676
H 1.42279 -3.63071 2.08182
H 0.07031 -2.94421 2.06746
O -1.48663 -1.78186 0.14851
H -1.84608 -1.55620 -0.74117
H -1.49053 -2.79273 0.16898
O 2.23354 2.46788 1.66568
H -0.40516 2.24974 -0.32663
H 2.06654 2.17770 0.75396
O -0.13263 1.47691 0.16005
H 1.61902 3.21283 1.74500
O -1.98682 -2.92543 -3.02561
H -2.17206 -3.75620 -2.52252
H -2.91002 -2.59568 -3.20876
O -0.65963 -4.14935 -0.42049
H -0.30280 -5.03074 -0.20381
H 1.78605 -3.08052 -2.24617
O -1.70668 3.76045 -0.92429
H 2.28819 -1.59256 -0.34366
H -2.58826 3.38616 -1.16058
O 4.10473 1.61472 -0.59540
H 4.39733 2.20517 0.12381
H -1.63980 4.63986 -1.28830
O 0.48256 -0.17590 2.46881
H 0.15922 -3.59937 -0.56926
H -0.40779 0.19507 -4.16602
O -0.01150 2.85130 3.96838
H -0.21378 1.86918 4.27433
H -3.63779 2.62331 1.76954
O 3.00699 0.16172 1.84922
H 3.36782 1.02699 1.66741
H 3.08299 -0.59632 1.08480
O -3.46841 1.84317 -0.95105
H 0.33843 -0.61793 -1.23911
H -3.93576 1.07293 -0.62457
O 1.22549 -0.46150 -0.88443
H -3.95499 2.11850 -1.78525
H 1.63920 0.13881 -1.51130
O 1.02355 -2.58883 -1.93238
H 0.36751 -2.89699 -2.61755
H 2.09328 0.25220 2.41767
O -0.08073 1.80301 -2.42857
H -0.92765 2.19761 -2.70702
H 0.43656 1.93371 -3.22127
H 0.25849 -0.49196 1.58242
H 0.52203 2.50746 3.21322
*
```

Calculated values
- HOMO energy (eV) = -12.357
- LUMO (eV) = -2.996

---

Least stable = run one

---

Run one
Density functional theory data (ωB97M-V/def2-TZVPD) for an isolated ion of composition C5H12N2 and charge +1.

Geometry as ORCA input:
```
! wB97M-V def2-TZVPD RIJCOSX def2/J DEFGRID3
* xyz 1 2
C -2.62026 -0.05675 0.37918
C -1.13010 -0.56976 -0.13070
C -0.08427 0.34868 0.54976
C 1.38767 -0.11716 0.24801
C 2.08202 0.82007 -0.75937
N 2.06308 -0.19291 1.47456
N -1.01813 -0.61464 -1.45004
H 2.14590 1.84568 -0.39645
H -2.52186 1.00113 0.60094
H -2.79794 -0.62571 1.28711
H -1.13131 -1.61172 0.23631
H -0.25207 1.35524 0.16753
H -0.29249 0.34968 1.62002
H 3.09589 0.46167 -0.93633
H 1.53720 0.84020 -1.70234
H 1.31328 -1.08155 -0.27928
H 3.05486 -0.43214 1.31976
H -3.35340 -0.27005 -0.39082
H -1.47808 -1.44995 -1.83784
*
```

Calculated values
- HOMO energy (spin up / spin down) (eV) = -13.829 / -13.849
- expectation value of S² = 0.8484
- LUMO (spin up / spin down) (eV) = -8.314 / -8.757

---

Run two
Density functional theory data (ωB97M-V/def2-TZVPD) for an isolated ion of composition C5H12N2 and charge +1.

Geometry as ORCA input:
```
! wB97M-V def2-TZVPD RIJCOSX def2/J DEFGRID3
* xyz 1 2
C 1.19759 0.98320 1.58200
C 1.03325 -0.50882 1.34092
C 1.11487 -0.93087 -0.21428
C -0.15964 -0.24011 -0.92970
C -1.49004 -0.61418 -0.60530
N -2.55134 0.23372 -0.74138
N -0.02774 0.49221 -2.12164
H 0.95302 1.10254 2.77691
H 2.20518 1.40381 1.39459
H 0.53564 1.56577 1.00535
H 1.74363 -0.99198 1.94057
H -0.01299 -0.62709 1.60138
H 1.01531 -2.03723 -0.35060
H 2.06988 -0.54485 -0.60869
H -1.55277 -1.49663 0.05609
H -2.40509 1.10553 -0.09945
H -3.48953 -0.19521 -0.71414
H -0.75869 1.12570 -2.44644
H 0.57944 0.17447 -2.86617
*
```

Calculated values
- HOMO energy (spin up / spin down) (eV) = -13.520 / -15.151
- expectation value of S² = 0.7587
- LUMO (spin up / spin down) (eV) = -4.201 / -6.350

---

Least stable = run one